No. 1
{"formula": "C80H59Cl6NO10", "method": "ωB97M-V/def2-TZVPD", "symbols": ["O", "C", "C", "C", "C", "C", "C", "C", "C", "O", "C", "C", "C", "C", "C", "C", "H", "H", "H", "H", "H", "H", "H", "H", "O", "C", "C", "C", "C", "C", "C", "C", "C", "O", "C", "C", "C", "C", "C", "C", "H", "H", "H", "H", "H", "H", "H", "H", "O", "C", "C", "C", "C", "C", "C", "C", "C", "O", "C", "C", "C", "C", "C", "C", "H", "H", "H", "H", "H", "H", "H", "H", "O", "C", "C", "C", "C", "C", "C", "C", "C", "O", "C", "C", "C", "C", "C", "C", "H", "H", "H", "H", "H", "H", "H", "H", "O", "C", "C", "C", "C", "C", "C", "C", "C", "O", "C", "C", "C", "C", "C", "C", "H", "H", "H", "H", "H", "H", "H", "H", "C", "C", "C", "C", "N", "H", "H", "H", "H", "H", "H", "H", "Cl", "C", "C", "Cl", "H", "H", "H", "H", "Cl", "C", "C", "Cl", "H", "H", "H", "H", "Cl", "C", "C", "Cl", "H", "H", "H", "H"], "xyz": [[-29.914, -5.536, -10.123], [-29.611, -4.344, -10.290], [-28.298, -3.717, -9.661], [-27.395, -4.431, -8.835], [-26.270, -3.849, -8.322], [-26.015, -2.565, -8.635], [-26.959, -1.811, -9.382], [-28.031, -2.397, -9.981], [-28.896, -1.575, -10.918], [-28.632, -0.417, -11.093], [-30.001, -2.263, -11.667], [-30.713, -1.527, -12.635], [-31.878, -2.081, -13.278], [-32.273, -3.360, -12.931], [-31.544, -4.110, -11.988], [-30.356, -3.592, -11.361], [-27.585, -5.488, -8.718], [-25.555, -4.413, -7.743], [-25.186, -2.054, -8.168], [-26.658, -0.801, -9.620], [-30.467, -0.562, -13.053], [-32.514, -1.526, -13.951], [-33.128, -3.798, -13.424], [-32.066, -5.017, -11.721], [-30.497, 5.295, -15.780], [-31.033, 4.448, -15.071], [-32.447, 3.907, -15.315], [-33.326, 4.323, -16.363], [-34.599, 3.888, -16.621], [-35.061, 2.859, -15.805], [-34.250, 2.311, -14.814], [-32.974, 2.802, -14.520], [-32.149, 2.248, -13.343], [-32.582, 1.327, -12.597], [-30.734, 2.780, -13.060], [-29.880, 2.352, -12.044], [-28.632, 2.730, -11.908], [-28.140, 3.726, -12.755], [-28.828, 4.142, -13.817], [-30.215, 3.824, -13.935], [-32.987, 4.978, -17.153], [-35.246, 4.180, -17.435], [-36.065, 2.476, -15.914], [-34.596, 1.415, -14.319], [-30.241, 1.562, -11.402], [-27.989, 2.338, -11.135], [-27.202, 4.231, -12.581], [-28.458, 4.920, -14.468], [-19.907, 2.328, 1.773], [-20.930, 2.969, 1.676], [-21.374, 3.766, 0.374], [-20.586, 3.511, -0.771], [-20.998, 4.107, -1.980], [-22.125, 4.912, -2.036], [-22.912, 5.121, -0.953], [-22.568, 4.530, 0.266], [-23.442, 4.667, 1.479], [-24.532, 5.214, 1.324], [-23.106, 3.930, 2.709], [-24.045, 3.907, 3.764], [-23.831, 3.068, 4.858], [-22.798, 2.107, 4.772], [-21.885, 2.115, 3.743], [-21.956, 3.046, 2.716], [-19.755, 2.830, -0.883], [-20.467, 3.999, -2.915], [-22.387, 5.443, -2.940], [-23.853, 5.640, -1.062], [-24.901, 4.539, 3.951], [-24.475, 3.154, 5.721], [-22.748, 1.455, 5.631], [-21.160, 1.320, 3.644], [-24.690, 3.523, -5.179], [-25.765, 3.029, -4.979], [-26.668, 2.487, -6.102], [-26.238, 2.748, -7.353], [-26.972, 2.313, -8.453], [-28.177, 1.608, -8.337], [-28.496, 1.261, -7.049], [-27.874, 1.752, -5.896], [-28.264, 1.250, -4.487], [-28.925, 0.205, -4.229], [-27.519, 2.122, -3.394], [-27.956, 2.037, -2.032], [-27.262, 2.672, -0.998], [-26.145, 3.463, -1.312], [-25.769, 3.713, -2.600], [-26.386, 2.959, -3.624], [-25.276, 3.201, -7.538], [-26.580, 2.341, -9.459], [-28.727, 1.169, -9.156], [-29.440, 0.740, -6.978], [-28.810, 1.423, -1.785], [-27.541, 2.492, 0.029], [-25.594, 3.883, -0.483], [-24.922, 4.324, -2.876], [-31.371, -0.514, -8.427], [-31.794, -1.667, -8.199], [-32.887, -2.137, -9.089], [-33.461, -1.309, -10.047], [-34.509, -1.718, -10.820], [-35.072, -2.977, -10.670], [-34.483, -3.871, -9.839], [-33.430, -3.470, -9.020], [-32.842, -4.480, -8.047], [-33.272, -5.661, -7.951], [-31.805, -3.987, -7.107], [-31.349, -4.826, -6.040], [-30.666, -4.274, -4.971], [-30.248, -2.970, -5.011], [-30.634, -2.142, -6.039], [-31.405, -2.622, -7.117], [-33.126, -0.284, -10.117], [-34.976, -1.126, -11.593], [-35.991, -3.242, -11.172], [-35.009, -4.808, -9.732], [-31.672, -5.855, -6.093], [-30.376, -4.887, -4.130], [-29.515, -2.681, -4.272], [-30.158, -1.173, -6.037], [-27.530, 1.864, 4.956], [-27.278, 0.900, 3.708], [-26.297, 1.550, 2.716], [-26.160, 0.684, 1.506], [-26.065, -0.053, 0.589], [-27.429, 2.914, 4.681], [-26.808, 1.656, 5.745], [-28.554, 1.715, 5.298], [-28.225, 0.807, 3.176], [-26.915, -0.075, 4.035], [-25.310, 1.587, 3.177], [-26.464, 2.598, 2.468], [-30.821, -2.579, -1.140], [-29.581, -1.392, -0.592], [-29.267, -1.493, 0.855], [-30.733, -0.978, 1.853], [-29.847, -0.423, -1.015], [-28.718, -1.558, -1.238], [-28.501, -0.754, 1.088], [-28.881, -2.462, 1.172], [-24.644, -1.788, -4.744], [-25.327, -0.710, -3.565], [-24.279, -0.317, -2.470], [-23.017, 0.734, -3.148], [-26.138, -1.205, -3.032], [-25.706, 0.117, -4.165], [-23.983, -1.024, -1.694], [-24.806, 0.344, -1.783], [-19.943, 4.218, -5.862], [-21.452, 5.022, -6.393], [-21.795, 4.571, -7.892], [-23.265, 5.440, -8.500], [-21.447, 6.106, -6.278], [-22.212, 4.583, -5.747], [-21.942, 3.502, -8.043], [-21.041, 4.851, -8.628]], "homo_ev": -9.2}


No. 2
{"formula": "C19H40Cl12NO4", "method": "ωB97M-V/def2-TZVPD", "symbols": ["C", "C", "C", "C", "N", "C", "C", "C", "C", "C", "H", "H", "H", "H", "H", "H", "H", "H", "H", "H", "H", "H", "H", "H", "H", "H", "H", "H", "H", "H", "C", "Cl", "Cl", "Cl", "Cl", "C", "Cl", "Cl", "Cl", "Cl", "C", "C", "O", "O", "H", "H", "H", "H", "H", "H", "C", "C", "O", "O", "H", "H", "H", "H", "H", "H", "Cl", "C", "C", "Cl", "H", "H", "H", "H", "Cl", "C", "C", "Cl", "H", "H", "H", "H"], "xyz": [[-0.067, -1.890, 3.967], [-0.615, -1.606, 2.512], [0.256, -0.782, 1.497], [-0.289, -0.877, 0.039], [0.542, 0.160, -0.906], [-0.333, 0.335, -2.288], [-0.009, -0.974, -3.006], [1.389, -1.360, -2.551], [1.854, -0.410, -1.382], [0.642, 1.618, -0.220], [-0.644, -2.659, 4.481], [-0.122, -0.951, 4.517], [0.995, -2.125, 4.043], [-1.693, -1.445, 2.477], [-0.614, -2.616, 2.103], [1.322, -0.996, 1.575], [0.045, 0.218, 1.877], [-1.317, -0.520, -0.007], [-0.268, -1.832, -0.485], [0.031, 1.137, -2.930], [-1.406, 0.506, -2.200], [-0.236, -1.008, -4.071], [-0.654, -1.753, -2.601], [2.151, -1.512, -3.315], [1.319, -2.358, -2.118], [2.510, 0.354, -1.800], [2.245, -0.996, -0.550], [1.516, 1.501, 0.421], [-0.300, 1.775, 0.306], [0.807, 2.397, -0.965], [-4.192, -0.804, -5.307], [-5.903, -0.330, -5.292], [-3.939, -2.374, -4.453], [-3.569, -0.818, -6.947], [-3.356, 0.314, -4.318], [2.068, -0.102, -6.374], [2.463, 0.899, -4.921], [2.936, 0.828, -7.610], [2.908, -1.808, -6.240], [0.321, -0.095, -6.661], [-3.563, 3.167, -1.338], [-4.807, 3.604, -2.084], [-5.144, 4.969, -2.122], [-2.436, 3.169, -2.197], [-3.605, 2.096, -1.141], [-3.434, 3.641, -0.365], [-5.701, 3.156, -1.649], [-4.755, 3.345, -3.141], [-6.057, 5.101, -2.389], [-2.243, 4.104, -2.296], [2.791, 1.598, 6.416], [2.333, 3.092, 6.447], [1.071, 3.045, 7.204], [1.803, 0.843, 5.772], [2.883, 1.232, 7.439], [3.748, 1.493, 5.905], [2.291, 3.390, 5.400], [3.045, 3.735, 6.964], [1.201, 3.369, 8.099], [1.025, 1.169, 6.232], [0.248, -4.922, -0.024], [-0.869, -6.100, -0.780], [-2.051, -5.412, -1.414], [-1.596, -4.382, -2.747], [-1.225, -6.809, -0.032], [-0.291, -6.775, -1.411], [-2.574, -4.765, -0.711], [-2.699, -6.160, -1.871], [5.889, 0.368, 3.220], [4.127, 0.373, 2.932], [3.621, 1.757, 2.588], [4.135, 2.174, 0.953], [3.604, 0.163, 3.865], [3.827, -0.378, 2.201], [4.066, 2.611, 3.100], [2.544, 1.897, 2.676]], "s2": 0.755, "spin_multiplicity": 2, "charge": 2, "homo_ev": [-13.6, -13.6]}


No. 3
{"formula": "C36H42ClN6", "method": "ωB97M-V/def2-TZVPD", "symbols": ["C", "N", "C", "C", "C", "C", "C", "C", "C", "C", "N", "C", "C", "C", "H", "H", "H", "H", "H", "H", "H", "H", "H", "H", "H", "H", "H", "H", "C", "N", "C", "C", "C", "C", "C", "C", "C", "C", "N", "C", "C", "C", "H", "H", "H", "H", "H", "H", "H", "H", "H", "H", "H", "H", "H", "H", "C", "N", "C", "C", "C", "C", "C", "C", "C", "C", "N", "C", "C", "C", "H", "H", "H", "H", "H", "H", "H", "H", "H", "H", "H", "H", "H", "H", "Cl"], "xyz": [[-2.304, -2.169, 0.666], [-1.169, -1.325, 1.138], [0.011, -1.333, 0.467], [1.166, -0.646, 0.853], [1.000, 0.313, 1.847], [-0.289, 0.503, 2.448], [-1.353, -0.409, 2.085], [2.120, 1.077, 2.417], [2.141, 1.441, 3.814], [3.188, 2.310, 4.157], [4.243, 2.623, 3.405], [4.298, 2.217, 2.141], [3.219, 1.451, 1.603], [5.325, 3.522, 3.894], [-2.049, -2.736, -0.230], [-3.109, -1.455, 0.494], [-2.405, -2.877, 1.489], [-0.005, -2.070, -0.322], [2.132, -0.860, 0.419], [-0.553, 1.104, 3.306], [-2.309, -0.349, 2.583], [1.358, 1.116, 4.483], [3.362, 2.342, 5.222], [5.215, 2.330, 1.582], [3.290, 1.207, 0.553], [6.281, 3.097, 3.589], [5.198, 3.558, 4.976], [5.201, 4.489, 3.408], [-2.350, 4.728, 5.137], [-1.853, 4.372, 3.830], [-2.042, 3.092, 3.428], [-1.367, 2.645, 2.301], [-0.423, 3.481, 1.679], [-0.494, 4.873, 2.060], [-1.185, 5.340, 3.170], [0.644, 2.972, 0.773], [1.854, 3.611, 0.655], [2.825, 3.167, -0.297], [2.491, 2.179, -1.213], [1.363, 1.474, -1.007], [0.448, 1.860, -0.042], [3.389, 1.631, -2.223], [-3.125, 5.481, 4.996], [-1.452, 5.068, 5.654], [-2.911, 3.921, 5.609], [-2.857, 2.570, 3.906], [-1.568, 1.622, 2.019], [-0.108, 5.621, 1.384], [-1.212, 6.370, 3.493], [2.191, 4.444, 1.254], [3.734, 3.739, -0.414], [1.093, 0.586, -1.560], [-0.468, 1.336, 0.188], [3.344, 0.562, -2.429], [4.406, 1.731, -1.843], [3.417, 2.139, -3.187], [-2.250, 0.926, -2.469], [-2.213, -0.541, -2.656], [-1.223, -1.267, -2.179], [-1.002, -2.592, -2.606], [-1.934, -3.246, -3.375], [-2.969, -2.411, -3.830], [-3.082, -1.073, -3.490], [-1.796, -4.672, -3.757], [-1.255, -5.526, -2.791], [-1.021, -6.893, -3.184], [-1.287, -7.368, -4.363], [-1.785, -6.539, -5.324], [-2.061, -5.143, -5.029], [-1.111, -8.812, -4.645], [-2.787, 1.508, -3.217], [-1.246, 1.337, -2.578], [-2.608, 1.106, -1.455], [-0.495, -0.768, -1.556], [-0.204, -3.207, -2.217], [-3.831, -2.848, -4.312], [-3.753, -0.320, -3.878], [-0.945, -5.199, -1.809], [-0.508, -7.619, -2.571], [-1.965, -7.048, -6.259], [-2.304, -4.401, -5.775], [-1.552, -8.829, -5.641], [-1.848, -9.373, -4.070], [-0.090, -9.191, -4.598], [-1.861, 0.924, -0.175]], "charge": 5, "homo_ev": -19.9}


No. 4
{"formula": "C44H39Cl2NP3Zn", "method": "ωB97M-V/def2-TZVPD", "symbols": ["Zn", "Cl", "C", "C", "C", "C", "C", "C", "P", "C", "C", "C", "C", "C", "C", "C", "C", "C", "C", "C", "C", "H", "H", "H", "H", "H", "H", "H", "H", "H", "H", "H", "H", "H", "H", "C", "N", "P", "C", "C", "C", "C", "C", "C", "C", "C", "C", "C", "C", "C", "P", "C", "C", "C", "C", "C", "C", "C", "C", "C", "C", "C", "C", "H", "H", "H", "H", "H", "H", "H", "H", "H", "H", "H", "H", "H", "H", "H", "H", "H", "H", "H", "H", "H", "H", "H", "Cl", "C", "H", "H"], "xyz": [[-0.014, -0.140, 0.197], [2.333, 1.004, 0.665], [2.846, 0.373, 2.223], [4.202, 0.447, 2.500], [4.661, -0.015, 3.722], [3.771, -0.546, 4.646], [2.422, -0.617, 4.343], [1.926, -0.156, 3.122], [0.145, -0.245, 2.724], [-0.428, -1.809, 3.444], [-0.610, -2.895, 2.592], [-1.060, -4.110, 3.089], [-1.337, -4.243, 4.441], [-1.168, -3.160, 5.297], [-0.722, -1.945, 4.803], [-0.603, 1.015, 3.803], [-1.993, 1.004, 3.949], [-2.623, 1.961, 4.728], [-1.871, 2.943, 5.364], [-0.491, 2.959, 5.222], [0.144, 1.999, 4.443], [4.880, 0.862, 1.767], [5.718, 0.039, 3.948], [4.127, -0.906, 5.602], [1.738, -1.047, 5.064], [-0.407, -2.796, 1.537], [-1.203, -4.946, 2.416], [-1.692, -5.188, 4.831], [-1.397, -3.259, 6.351], [-0.618, -1.101, 5.474], [-2.586, 0.238, 3.460], [-3.700, 1.938, 4.843], [-2.361, 3.694, 5.971], [0.097, 3.716, 5.727], [1.223, 2.017, 4.342], [-2.603, 3.186, 1.060], [-2.026, 2.351, -0.016], [-2.347, 0.638, -0.139], [-3.954, 0.428, 0.666], [-4.129, -0.631, 1.551], [-5.354, -0.825, 2.178], [-6.404, 0.041, 1.919], [-6.239, 1.095, 1.024], [-5.022, 1.288, 0.393], [-2.699, 0.310, -1.912], [-1.643, 0.248, -2.821], [-1.859, -0.090, -4.146], [-3.140, -0.393, -4.587], [-4.194, -0.373, -3.688], [-3.974, -0.035, -2.359], [-0.446, 2.590, -0.666], [-0.719, 3.635, -2.134], [-1.401, 4.848, -2.008], [-1.687, 5.606, -3.131], [-1.288, 5.163, -4.390], [-0.603, 3.966, -4.520], [-0.321, 3.203, -3.392], [0.496, 3.684, 0.449], [1.355, 4.640, -0.098], [2.211, 5.369, 0.718], [2.218, 5.157, 2.088], [1.381, 4.197, 2.640], [0.541, 3.456, 1.824], [-3.466, 3.750, 0.703], [-1.874, 3.902, 1.418], [-2.925, 2.586, 1.908], [-3.307, -1.316, 1.740], [-5.487, -1.653, 2.864], [-7.361, -0.110, 2.403], [-7.066, 1.762, 0.814], [-4.896, 2.093, -0.320], [-0.629, 0.453, -2.496], [-1.021, -0.131, -4.832], [-3.311, -0.661, -5.622], [-5.194, -0.632, -4.013], [-4.810, -0.064, -1.674], [-1.699, 5.207, -1.029], [-2.220, 6.542, -3.030], [-1.506, 5.759, -5.266], [-0.291, 3.621, -5.497], [0.219, 2.270, -3.497], [1.356, 4.822, -1.165], [2.869, 6.107, 0.278], [2.874, 5.737, 2.725], [1.383, 4.022, 3.709], [-0.089, 2.695, 2.269], [-1.345, -2.717, -0.868], [0.252, -1.837, -0.851], [0.522, -1.699, -1.894], [0.958, -2.539, -0.411]], "charge": 1, "homo_ev": -10.9}


No. 5
{"formula": "C13H31N2O4SSe2SiTe2Tl", "method": "ωB97M-V/def2-TZVPD", "symbols": ["Tl", "C", "C", "C", "C", "O", "Si", "S", "O", "C", "C", "C", "C", "O", "C", "C", "C", "C", "H", "H", "H", "H", "H", "H", "H", "H", "H", "H", "H", "H", "H", "H", "H", "H", "H", "H", "H", "H", "H", "H", "H", "H", "H", "H", "H", "Se", "Te", "Te", "Se", "N", "C", "N", "O", "H", "H", "H", "H"], "xyz": [[2.834, 0.888, 0.836], [-0.207, -2.761, -0.172], [1.115, -2.021, -0.311], [1.487, -1.844, -1.774], [2.218, -2.738, 0.448], [1.015, -0.699, 0.305], [-0.232, 0.413, 0.325], [0.775, 2.244, 0.648], [-0.954, 0.317, -1.134], [-2.219, 0.802, -1.619], [-3.333, -0.121, -1.143], [-2.447, 2.226, -1.130], [-2.108, 0.765, -3.135], [-1.373, 0.104, 1.435], [-1.468, -0.046, 2.866], [-0.696, -1.281, 3.303], [-2.953, -0.220, 3.147], [-0.938, 1.199, 3.562], [-0.093, -3.773, -0.563], [-0.997, -2.260, -0.733], [-0.507, -2.827, 0.874], [1.573, -2.823, -2.250], [2.439, -1.319, -1.862], [0.722, -1.261, -2.291], [2.405, -3.715, 0.000], [1.947, -2.874, 1.496], [3.149, -2.166, 0.414], [-3.376, -0.141, -0.054], [-3.160, -1.138, -1.501], [-4.295, 0.222, -1.529], [-2.523, 2.254, -0.040], [-3.373, 2.626, -1.547], [-1.618, 2.869, -1.431], [-1.902, -0.253, -3.471], [-1.293, 1.410, -3.470], [-3.038, 1.103, -3.596], [-1.115, -2.178, 2.845], [-0.753, -1.390, 4.388], [0.359, -1.203, 3.028], [-3.341, -1.085, 2.606], [-3.505, 0.666, 2.828], [-3.123, -0.370, 4.214], [0.136, 1.315, 3.413], [-1.126, 1.123, 4.634], [-1.434, 2.091, 3.177], [3.086, -0.139, 3.267], [5.358, 0.732, 3.778], [6.477, -0.390, 1.619], [5.260, 1.012, -0.038], [2.107, 3.113, -2.485], [2.346, 1.792, -2.723], [2.076, 1.349, -3.985], [2.797, 1.029, -1.870], [1.536, 3.625, -3.135], [1.966, 3.344, -1.515], [1.929, 1.986, -4.746], [2.389, 0.420, -4.202]], "homo_ev": -7.4}


No. 6
{"formula": "C4H10N2", "method": "ωB97M-V/def2-TZVPD", "symbols": ["C", "C", "N", "H", "H", "H", "H", "H", "H", "H", "N", "C", "C", "H", "H", "H"], "xyz": [[-0.445, -1.528, 0.498], [1.370, -0.008, 1.005], [0.011, -0.132, 0.463], [-1.023, 0.998, 0.592], [-0.406, -1.917, 1.519], [-1.466, -1.604, 0.122], [1.697, 1.032, 1.001], [0.193, -2.171, -0.117], [2.089, -0.584, 0.413], [1.419, -0.402, 2.023], [-1.330, 1.632, -0.394], [-0.133, 0.492, -0.927], [0.330, 0.457, -2.117], [-1.044, 2.582, -0.617], [-2.195, 1.489, -0.910], [0.933, -0.336, -2.554]], "homo_ev": -6.9}


It is found that the max |F| values, taken in the order of the records, are 4.72, 3.65, 7.07, 0.69, 0.77, 2.17 eV/A.